56
Properties=species:S:1:pos:R:3 method="wB97M-V/def2-TZVPD" orbital_gap_ev=9.279 total_charge=+1 largest_force_ha_per_bohr=0.0583 total_energy_ev=-85874.8102 de_lowest_ev=1.2637
Hf -0.6966 0.3448 0.0990
F 1.5446 1.8662 -0.4353
H 3.6316 -0.3119 -0.8678
H 2.9284 -3.0774 2.2648
C -2.3072 1.4970 2.4539
H -1.5984 3.8422 3.4540
H -0.7996 -1.0731 2.8365
C 3.2432 -0.4822 1.2447
S -0.4995 2.8121 -1.9680
F -2.3063 -0.2458 -1.7726
H -3.1528 2.1598 2.6643
F -2.7113 0.8789 -3.5641
C 1.1709 3.0075 -1.0733
C 5.8189 0.5008 1.5797
H 5.4252 0.3799 3.6797
C 1.9713 -3.0234 2.7619
C 3.7507 -0.2588 2.5234
C 5.3147 0.3000 0.3024
F 2.1693 3.3640 -1.8534
C -1.0626 2.3100 2.2126
C 1.6012 -3.9878 3.6803
H 1.4683 -3.1755 0.1468
H -1.4599 -2.8154 4.4976
C -2.5647 0.5511 1.2588
H 5.9190 0.5327 -0.5641
O 0.3530 0.2100 -1.7735
O -0.4234 -2.2562 -1.9331
F -2.2158 -1.1989 -3.7303
C -0.0749 -2.0296 -0.7966
C -0.1318 -1.8949 3.0940
O 0.5240 -0.1766 -4.1998
H 0.0467 -4.7010 4.9730
H -0.0750 4.0219 2.6439
H 2.0634 -2.0460 -1.1044
H 3.1328 -0.4634 3.3844
S -0.1346 0.4523 -3.1334
C -1.9483 -0.0963 -3.0890
C 1.3533 -2.1763 -0.2871
O -0.9471 4.1327 -2.1533
C 0.3574 -3.9235 4.2916
O -1.2296 2.0193 -0.9641
F 1.0091 3.9204 -0.1194
H -2.1178 0.9156 3.3675
N -0.9042 3.4698 2.8254
H -3.3053 1.0271 0.6007
N -0.2614 2.0171 -3.2831
O -0.8824 -1.5492 0.1167
P 1.4734 -0.8755 1.0516
C 4.0272 -0.1817 0.1324
O -0.1576 1.8622 1.4644
H 6.8161 0.8894 1.7190
H 2.2783 -4.8007 3.8951
C 1.0984 -1.9836 2.4505
C -0.4979 -2.8673 4.0114
H -3.0133 -0.3821 1.6208
C 5.0372 0.2174 2.6877